{
  "formula": "C55H99BI2O18",
  "method": "the ωB97M-V functional and the def2-TZVPD basis",
  "symbols": ["C", "C", "C", "C", "C", "C", "C", "B", "O", "O", "C", "C", "C", "O", "C", "C", "C", "C", "O", "O", "C", "C", "I", "C", "C", "I", "C", "O", "H", "H", "H", "H", "H", "H", "H", "H", "H", "H", "H", "H", "H", "H", "H", "H", "H", "H", "H", "H", "H", "H", "H", "H", "H", "H", "H", "C", "C", "O", "C", "H", "H", "H", "H", "H", "H", "C", "C", "O", "C", "H", "H", "H", "H", "H", "H", "C", "C", "O", "C", "H", "H", "H", "H", "H", "H", "C", "C", "O", "C", "H", "H", "H", "H", "H", "H", "C", "C", "O", "C", "H", "H", "H", "H", "H", "H", "C", "C", "O", "C", "H", "H", "H", "H", "H", "H", "C", "C", "O", "C", "H", "H", "H", "H", "H", "H", "C", "C", "O", "C", "H", "H", "H", "H", "H", "H", "C", "C", "O", "C", "H", "H", "H", "H", "H", "H", "C", "C", "O", "C", "H", "H", "H", "H", "H", "H", "C", "C", "O", "C", "H", "H", "H", "H", "H", "H", "C", "C", "O", "C", "H", "H", "H", "H", "H", "H"],
  "coordinates": [[5.21252, -0.89246, 2.26034], [3.77121, -0.23906, 2.69542], [2.55994, -1.28815, 2.24261], [1.41707, -1.24152, 3.41478], [0.08714, -2.20264, 3.08926], [-0.87199, -1.58037, 1.91518], [-0.76208, -2.03189, 0.50237], [0.30331, -3.12508, -0.09213], [1.39380, -3.80807, 0.62252], [0.18619, -3.43834, -1.56072], [-0.57631, -4.67950, -1.76885], [0.22581, -6.05805, -1.36198], [-1.85046, -1.33523, -0.56004], [-1.55030, -0.95735, -1.80466], [-3.37686, -1.08461, 0.07661], [-4.73296, -1.34587, -0.82138], [-4.54130, -2.56120, -1.93755], [-5.97844, -2.73870, -2.71422], [-6.55012, -3.93896, -2.84176], [-6.60631, -1.48500, -3.23976], [-3.47917, -0.63813, 1.49472], [-4.85726, -0.36609, 2.33901], [-6.15416, 1.19959, 1.42346], [-5.72105, -1.70701, 2.71647], [-5.05805, -3.12358, 2.21687], [-7.81548, -1.51174, 2.03983], [-2.02755, -0.43383, 2.30019], [-1.77045, 0.56802, 3.14410], [5.94701, -0.01982, 1.99621], [5.65204, -1.61471, 3.08355], [5.00974, -1.56262, 1.30489], [3.61067, 0.78655, 2.14995], [3.69045, -0.06267, 3.85460], [2.09621, -1.03570, 1.19716], [3.04837, -2.37738, 2.27325], [1.86740, -1.66201, 4.43666], [1.02848, -0.13448, 3.63018], [-0.55609, -2.14592, 4.09455], [0.36212, -3.33480, 2.96386], [0.93068, -4.50646, 1.20351], [-1.61562, -4.61398, -1.23082], [-0.81591, -4.77738, -2.93417], [0.13738, -6.91581, -2.18596], [1.37724, -5.78834, -1.27605], [-0.19120, -6.39054, -0.31129], [-5.69794, -1.57245, -0.19046], [-4.97882, -0.36574, -1.44738], [-3.71119, -2.21872, -2.72062], [-4.26644, -3.57940, -1.42297], [-6.17768, -1.22645, -4.11002], [-4.51945, 0.11321, 3.37889], [-5.78582, -1.77542, 3.90650], [-3.91094, -3.23507, 2.43281], [-5.34944, -3.30996, 1.08208], [-5.59957, -3.97976, 2.83913], [-0.99008, 1.04913, -6.43269], [-0.85209, -0.44370, -6.29677], [-0.92590, -1.18361, -7.27652], [-0.62058, -0.99618, -4.91580], [-1.15322, 1.30417, -7.48522], [-1.84749, 1.39749, -5.85143], [-0.07460, 1.53932, -6.09193], [-1.46150, -0.73888, -4.26690], [0.31131, -0.59710, -4.50742], [-0.54068, -2.08711, -4.97008], [10.13845, -1.49646, 4.96840], [8.84259, -2.12702, 4.53343], [8.35618, -1.88984, 3.42891], [8.16482, -3.05870, 5.50218], [10.51316, -0.84857, 4.16882], [9.97473, -0.88966, 5.86246], [10.88147, -2.27319, 5.16622], [7.91322, -2.52154, 6.42010], [8.81989, -3.90500, 5.72384], [7.24066, -3.43879, 5.05394], [-5.18911, -4.81887, -5.77271], [-4.63706, -3.47048, -6.15108], [-5.08278, -2.43634, -5.65639], [-3.51888, -3.43635, -7.15824], [-5.99033, -4.68964, -5.03729], [-5.60149, -5.31276, -6.65609], [-4.40099, -5.43119, -5.32723], [-3.85679, -3.86873, -8.10338], [-2.65637, -3.98710, -6.77456], [-3.22104, -2.39731, -7.33472], [1.40992, 5.82225, -4.90273], [1.54791, 4.32942, -4.76681], [1.47410, 3.58952, -5.74657], [1.77942, 3.77695, -3.38585], [1.24678, 6.07730, -5.95527], [0.55251, 6.17061, -4.32148], [2.32540, 6.31244, -4.56197], [0.93850, 4.03424, -2.73694], [2.71131, 4.17602, -2.97747], [1.85932, 2.68602, -3.44013], [-5.37644, 4.02408, 3.55370], [-5.51592, 5.49346, 3.84957], [-4.71263, 6.07782, 4.57488], [-6.67631, 6.22006, 3.22394], [-4.49492, 3.63164, 4.07178], [-6.25935, 3.48778, 3.91034], [-5.24696, 3.87223, 2.47913], [-7.61719, 5.78156, 3.56582], [-6.60482, 6.16602, 2.13471], [-6.65030, 7.27271, 3.52512], [1.00312, 3.71317, -9.05681], [0.81822, 3.90663, -10.53818], [1.08689, 4.97726, -11.08076], [0.29168, 2.73964, -11.32988], [1.38910, 4.63819, -8.61540], [0.04350, 3.47685, -8.59030], [1.72308, 2.91147, -8.87394], [-0.69964, 2.45986, -10.96460], [0.97987, 1.89455, -11.24825], [0.20934, 3.02404, -12.38430], [-9.39008, 8.03373, 5.81724], [-9.25209, 6.54089, 5.95316], [-9.32590, 5.80099, 4.97341], [-9.02058, 5.98842, 7.33412], [-9.55322, 8.28877, 4.76471], [-10.24749, 8.38208, 6.39850], [-8.47460, 8.52391, 6.15800], [-9.86150, 6.24572, 7.98303], [-8.08869, 6.38750, 7.74251], [-8.94068, 4.89749, 7.27984], [-3.75197, 7.13280, -9.21597], [-2.27013, 6.87327, -9.26948], [-1.51151, 7.32450, -8.41292], [-1.75242, 6.04059, -10.41163], [-3.98139, 7.74694, -8.33864], [-4.06737, 7.67214, -10.11262], [-4.29198, 6.18638, -9.13122], [-1.97880, 6.53121, -11.36161], [-2.20336, 5.04554, -10.38021], [-0.66598, 5.93606, -10.32123], [10.38532, 2.41084, 8.47824], [11.21232, 1.26934, 7.94991], [10.72935, 0.14871, 7.79582], [12.65303, 1.55194, 7.61770], [9.36633, 2.06048, 8.67422], [10.81454, 2.77897, 9.41344], [10.34285, 3.21293, 7.73706], [13.18332, 1.88190, 8.51455], [12.71162, 2.31578, 6.83824], [13.12641, 0.63634, 7.24750], [4.23634, -8.34138, 1.29153], [3.39058, -7.10265, 1.41920], [2.26074, -7.14799, 1.90318], [3.98053, -5.80647, 0.93158], [3.68238, -9.20103, 1.68347], [4.46936, -8.52544, 0.23978], [5.15596, -8.22452, 1.87046], [4.20225, -5.87760, -0.13622], [4.88877, -5.57669, 1.49440], [3.25818, -4.99798, 1.08652], [8.99989, 0.49369, 1.80518], [9.19632, 1.94488, 2.15381], [8.88208, 2.38430, 3.25879], [9.79180, 2.83757, 1.09817], [8.56196, -0.02934, 2.66200], [8.31846, 0.40462, 0.95544], [9.96343, 0.03441, 1.57032], [9.14569, 2.85289, 0.21685], [10.79058, 2.48272, 0.83175], [9.87489, 3.85702, 1.48967], [-5.34853, -4.44310, 7.38882], [-5.44174, -4.57708, 5.89234], [-5.63143, -3.59681, 5.17408], [-5.29416, -5.95678, 5.30877], [-5.47342, -3.39132, 7.66749], [-6.14038, -5.02731, 7.86423], [-4.36750, -4.78157, 7.73164], [-6.08356, -6.60850, 5.69157], [-4.31076, -6.36273, 5.55895], [-5.38341, -5.90114, 4.21864]],
  "forces_ev_per_angstrom": [[-0.6, 0.0, -0.2], [-0.4, -0.6, -0.6], [0.4, 0.0, 1.7], [-0.4, -0.4, 0.0], [-0.9, 1.3, 1.3], [0.3, -1.3, -2.8], [-1.5, 2.1, 2.5], [0.9, -0.8, -1.9], [-3.8, -0.1, 0.0], [-0.7, -0.8, 3.2], [-0.4, -1.1, -1.5], [0.4, 0.6, 0.3], [0.8, 1.6, -3.5], [-1.9, -2.4, 7.6], [-0.4, 0.6, 3.2], [0.4, 0.5, -1.0], [-0.6, 0.8, 0.0], [-2.0, -4.3, -1.2], [3.3, 7.9, 0.9], [1.9, -2.8, 0.5], [1.1, -1.0, -2.7], [1.5, -0.1, 1.0], [1.7, 0.1, 0.1], [1.3, -0.7, 1.3], [-1.5, -0.7, 0.0], [0.5, -1.6, 0.6], [0.8, 3.2, 2.2], [-1.7, -6.3, -5.0], [-1.1, -1.9, 0.6], [-0.8, 1.7, -1.6], [0.6, 1.5, 1.8], [0.3, -1.9, 1.1], [0.3, -0.3, -2.3], [1.0, -0.6, 2.0], [-1.3, 2.3, -0.4], [-0.9, 0.9, -2.3], [0.8, -2.4, -0.6], [1.2, -0.1, -2.2], [-0.5, 2.4, -0.2], [1.3, 1.4, -1.0], [1.9, -0.2, -0.8], [0.6, 0.6, 2.5], [-0.1, 1.9, 2.0], [-2.5, -0.6, -0.1], [1.1, 0.2, -2.2], [2.2, 0.5, -0.9], [0.6, -2.0, 1.4], [-1.9, -0.9, 1.6], [-0.6, 2.0, -1.2], [-0.3, -0.9, 1.3], [-0.7, -0.9, -2.5], [0.0, 0.3, -2.8], [-2.2, 0.5, -0.5], [1.0, 0.4, 2.3], [1.2, 2.0, -1.4], [0.0, 0.0, -0.5], [-0.1, -0.9, -1.1], [0.1, 0.8, 1.0], [-0.1, -0.4, -0.3], [0.0, -0.1, 0.2], [0.2, 0.1, 0.1], [-0.1, 0.1, 0.2], [0.2, 0.1, 0.1], [-0.2, 0.1, 0.2], [0.0, 0.2, 0.0], [-0.1, 0.2, -0.4], [-0.4, 0.3, -1.3], [0.4, -0.7, 1.5], [-0.4, -0.1, -0.3], [-0.1, -0.1, 0.2], [0.2, -0.2, 0.1], [-0.1, 0.1, 0.2], [0.2, -0.1, 0.0], [0.0, 0.1, 0.2], [0.2, 0.1, 0.1], [-0.5, 0.3, 0.4], [-0.4, 0.9, 0.4], [0.5, -0.9, -0.4], [-0.1, 0.7, 0.1], [0.2, 0.0, -0.2], [0.2, -0.1, 0.0], [0.0, -0.1, -0.2], [0.1, -0.2, 0.1], [-0.1, -0.1, -0.2], [0.0, -0.3, 0.0], [-0.1, 0.0, -0.5], [-0.1, -0.8, -1.2], [0.1, 0.8, 1.2], [0.0, -0.5, -0.1], [0.0, -0.1, 0.2], [0.2, 0.1, 0.1], [-0.2, 0.0, 0.2], [0.2, 0.1, 0.1], [-0.2, 0.1, 0.1], [0.0, 0.2, 0.0], [0.4, 0.1, 0.3], [1.0, 0.7, 0.9], [-0.9, -0.7, -0.8], [0.1, 0.3, 0.2], [-0.2, 0.1, -0.1], [0.0, 0.0, -0.3], [-0.2, 0.0, 0.1], [0.1, 0.0, -0.3], [-0.1, -0.1, 0.0], [0.0, -0.2, -0.1], [0.2, 0.5, -0.1], [0.5, 1.2, -0.6], [-0.2, -1.4, 0.5], [0.0, 0.3, -0.5], [-0.1, -0.2, -0.1], [0.1, -0.2, 0.1], [-0.2, -0.1, 0.1], [0.1, -0.2, 0.1], [-0.2, -0.1, 0.1], [0.0, 0.0, 0.2], [-0.1, 0.0, -0.5], [-0.1, -0.9, -1.2], [0.0, 0.9, 1.3], [0.0, -0.5, -0.1], [0.0, -0.1, 0.2], [0.2, 0.1, 0.1], [-0.2, 0.0, 0.2], [0.2, 0.1, 0.1], [-0.2, 0.1, 0.1], [0.0, 0.3, 0.0], [0.0, 0.3, 0.5], [1.0, 0.5, 1.1], [-1.0, -0.6, -1.0], [0.5, 0.1, 0.3], [0.1, -0.1, -0.2], [-0.1, -0.2, 0.0], [0.0, 0.1, -0.2], [-0.1, -0.2, 0.0], [-0.2, 0.1, -0.2], [-0.5, 0.2, 0.0], [-0.4, -0.3, 0.0], [-0.6, -1.3, -0.2], [0.6, 1.4, 0.2], [0.1, -0.5, -0.2], [0.2, 0.1, -0.1], [0.1, 0.2, -0.2], [0.1, 0.1, 0.2], [0.0, 0.2, -0.1], [0.1, 0.1, 0.2], [-0.1, 0.2, 0.1], [-0.4, -0.4, 0.2], [-1.3, 0.0, 0.5], [1.2, 0.1, -0.6], [-0.4, 0.3, 0.2], [0.1, 0.2, -0.1], [0.2, 0.1, 0.1], [0.1, 0.0, -0.2], [0.2, 0.0, 0.1], [0.1, -0.1, -0.2], [0.3, -0.2, -0.1], [-0.3, 0.2, 0.6], [-0.4, 0.4, 1.3], [0.4, -0.5, -1.3], [0.0, 0.5, 0.3], [0.2, 0.2, -0.5], [0.2, -0.1, -0.1], [-0.1, 0.0, -0.2], [0.2, -0.1, -0.1], [-0.1, -0.1, -0.2], [0.0, -0.2, -0.1], [-0.1, 0.5, 0.0], [-0.2, 1.2, -0.8], [0.2, -1.3, 1.1], [-0.1, 0.2, -0.5], [0.0, -0.2, -0.1], [0.2, -0.1, 0.0], [-0.2, -0.2, 0.1], [0.2, -0.1, 0.1], [-0.2, -0.1, 0.1], [0.0, 0.0, 0.2]],
  "lumo_energy_ev": -1.7,
  "homo_ev": -8.137,
  "gap_ev": 6.450,
  "relative_energy_kcal_mol": 290.5
}